This record from the Open Molecules 2025 dataset describes a cluster of 4 separate species, C35H31F24IN3O3S2 in total at a distorted geometry. The level of theory is ωB97M-V/def2-TZVPD.

Structure (XYZ):
```
99
Properties=species:S:1:pos:R:3
S 1.104 -2.347 -1.894
C 2.266 -1.227 -1.796
S 1.761 0.474 -1.552
C 2.396 0.765 0.106
C 1.640 1.968 0.666
C 2.296 2.604 1.914
C 3.330 1.757 2.581
C 4.694 2.092 2.514
C 5.614 1.307 3.165
C 5.137 0.188 3.873
N 3.867 -0.129 3.923
N 3.012 0.663 3.292
I 1.046 0.039 3.469
N 3.638 -1.565 -1.940
C 4.032 -2.618 -1.016
C 3.906 -2.502 0.359
C 4.285 -3.539 1.186
C 4.777 -4.716 0.643
C 4.891 -4.833 -0.730
C 4.526 -3.788 -1.556
C 4.569 -0.465 -2.029
C 5.591 -0.238 -1.114
C 6.429 0.856 -1.275
C 6.273 1.727 -2.336
C 5.279 1.474 -3.273
C 4.443 0.387 -3.120
H 2.140 -0.123 0.688
H 3.483 0.888 0.104
H 0.643 1.621 0.932
H 1.504 2.711 -0.120
H 2.788 3.527 1.613
H 1.538 2.894 2.646
H 4.999 2.961 1.948
H 6.670 1.536 3.147
H 5.818 -0.469 4.399
H 3.519 -1.594 0.800
H 4.173 -3.426 2.256
H 5.052 -5.532 1.296
H 5.259 -5.761 -1.147
H 4.608 -3.904 -2.628
H 5.752 -0.910 -0.284
H 7.220 1.037 -0.557
H 6.914 2.589 -2.458
H 5.144 2.109 -4.139
H 3.670 0.190 -3.850
C -3.962 -6.018 0.977
C -4.866 -6.652 -0.090
C -4.330 -7.866 -0.855
F -3.225 -7.544 -1.557
F -5.278 -8.280 -1.722
F -5.285 -5.709 -0.957
F -5.963 -7.113 0.581
O -3.236 -4.857 0.616
C -2.005 -4.905 0.033
C -2.009 -4.276 -1.366
F -2.871 -4.909 -2.177
F -0.764 -4.384 -1.891
F -1.488 -6.145 0.018
F -1.173 -4.136 0.785
H -4.653 -5.666 1.740
H -3.325 -6.764 1.453
H -4.100 -8.684 -0.166
H -2.281 -3.220 -1.301
C -2.811 5.535 -2.460
C -2.358 6.934 -2.900
C -1.002 7.059 -3.601
F -0.001 6.660 -2.786
F -0.797 8.353 -3.917
F -2.414 7.784 -1.855
F -3.272 7.348 -3.822
O -2.619 5.186 -1.098
C -1.467 4.643 -0.630
C -0.789 5.538 0.416
F -0.479 6.741 -0.084
F 0.369 4.924 0.795
F -0.609 4.304 -1.609
F -1.788 3.496 0.028
H -3.893 5.550 -2.574
H -2.438 4.762 -3.133
H -0.985 6.463 -4.517
H -1.434 5.667 1.287
C -5.820 1.843 1.306
C -6.346 0.628 0.530
C -6.955 -0.528 1.331
F -6.037 -1.072 2.158
F -7.363 -1.479 0.468
F -5.382 0.160 -0.292
F -7.361 1.096 -0.248
O -4.422 1.909 1.543
C -3.828 1.338 2.623
C -2.828 0.250 2.211
F -3.420 -0.728 1.517
F -2.292 -0.299 3.341
F -4.706 0.878 3.525
F -3.084 2.298 3.236
H -6.012 2.689 0.649
H -6.394 2.018 2.216
H -7.813 -0.184 1.913
H -2.029 0.686 1.605
```

As for the total charge: +1. The calculation puts the HOMO energy at -10.3 eV. The orbital gap comes out at 0.209 Ha. Its LUMO energy is -4.63 eV. The calculated total energy comes out at -142393.3203 eV.